1.
{"formula": "C21H30N2O5S", "method": "ωB97M-V/def2-TZVPD", "gap_ev": 9.0, "largest_force_ev_per_a": 1.36, "homo_ev": -8.87, "e_above_lowest_kcal_mol": 22.5, "smiles": "COCCCNC(=O)c1oc2ccc(S(=O)(=O)N(C)C3CCCCC3)cc2c1C", "total_charge": 0, "e_tot_ev": -46317.0745, "species": ["C", "O", "C", "C", "C", "N", "C", "O", "C", "O", "C", "C", "C", "C", "S", "O", "O", "N", "C", "C", "C", "C", "C", "C", "C", "C", "C", "C", "C", "H", "H", "H", "H", "H", "H", "H", "H", "H", "H", "H", "H", "H", "H", "H", "H", "H", "H", "H", "H", "H", "H", "H", "H", "H", "H", "H", "H", "H", "H"], "positions_angstrom": [[-0.985224, 1.617062, 3.974372], [-0.401905, 0.831199, 4.984044], [0.036433, 1.551430, 6.116911], [1.291267, 2.402551, 5.893278], [2.507728, 1.560969, 5.488692], [2.290904, 0.853060, 4.250119], [2.467178, 1.461487, 3.056114], [2.989059, 2.555530, 2.922139], [1.985621, 0.662536, 1.910673], [1.436253, -0.571896, 2.159815], [1.050162, -1.070582, 0.971247], [0.452681, -2.300275, 0.727582], [0.133582, -2.593554, -0.583299], [0.405592, -1.684886, -1.603980], [-0.149272, -2.076325, -3.265794], [-0.049837, -3.491465, -3.466781], [0.518147, -1.196289, -4.178828], [-1.764456, -1.685347, -3.281949], [-2.650933, -2.625950, -2.647685], [-2.083292, -0.272107, -3.268790], [-2.433858, 0.283107, -1.884176], [-2.607702, 1.797307, -1.971329], [-3.709738, 2.150331, -2.966105], [-3.399358, 1.564869, -4.340891], [-3.212207, 0.052818, -4.251648], [1.009881, -0.471006, -1.377617], [1.343981, -0.154045, -0.062419], [1.957771, 0.971649, 0.577999], [2.448548, 2.200849, -0.091272], [-0.255574, 2.270999, 3.483599], [-1.799743, 2.232205, 4.374753], [-1.386316, 0.921142, 3.239181], [-0.776613, 2.195805, 6.484004], [0.240752, 0.785035, 6.870358], [1.515307, 2.931323, 6.820205], [1.107332, 3.146294, 5.116643], [2.739027, 0.830178, 6.267083], [3.366544, 2.220176, 5.339497], [1.677321, 0.051852, 4.284703], [0.252741, -2.989377, 1.531860], [-0.312667, -3.537841, -0.849282], [-2.255349, -3.616883, -2.857428], [-2.714417, -2.483060, -1.562472], [-3.647087, -2.543414, -3.080746], [-1.170385, 0.211229, -3.629264], [-1.648061, 0.033798, -1.167301], [-3.367764, -0.164403, -1.537119], [-2.852520, 2.198648, -0.985361], [-1.667921, 2.250271, -2.294064], [-3.810463, 3.234912, -3.038242], [-4.660914, 1.749779, -2.607823], [-2.485570, 2.017592, -4.730542], [-4.210451, 1.795979, -5.034048], [-4.141465, -0.408761, -3.911773], [-2.962561, -0.360058, -5.229223], [1.216494, 0.189784, -2.203348], [2.858133, 2.883558, 0.646785], [3.220143, 1.945337, -0.816005], [1.633445, 2.686080, -0.626751]], "atomic_forces_ev_per_a": [[0.0099, 0.0269, -0.0758], [-0.0551, -0.2377, 0.0740], [0.1192, 0.2754, 0.2104], [-0.0819, -0.4682, -0.1943], [-0.0483, 0.4618, 0.1157], [0.0073, -0.2915, -0.0479], [0.0141, -0.4054, 0.3729], [-0.0034, 0.1703, -0.1025], [0.0394, 0.5092, -1.2587], [-0.0420, -0.2240, 0.3865], [-0.0558, 0.2285, -1.0250], [0.0542, 0.1297, 0.2407], [-0.0125, -0.0926, 0.1129], [-0.1449, -0.1707, -0.7724], [-0.2096, 0.0609, -0.0144], [-0.1196, -0.0556, 0.3247], [-0.0165, 0.2432, 0.2068], [1.0772, -0.4060, -0.2492], [-0.1071, -0.3510, 0.2166], [-0.2253, 0.4923, 0.0203], [0.2743, 0.0830, -0.1023], [-0.3098, -0.1334, 0.1124], [0.2749, 0.1717, -0.1050], [-0.3070, -0.1151, 0.1465], [0.3808, 0.0880, -0.0752], [0.1517, 0.1481, 0.1435], [-0.2398, -0.5872, 0.4646], [0.1137, -0.0193, 0.8689], [0.0546, 0.0826, 0.0856], [-0.0259, 0.0104, -0.0055], [0.0098, 0.0012, -0.0174], [-0.0271, 0.0760, -0.0437], [0.0311, -0.1030, 0.0090], [-0.0385, 0.1067, 0.0412], [-0.0223, 0.0781, 0.0396], [0.0261, 0.0994, 0.0340], [0.0539, 0.0470, -0.0292], [-0.0327, -0.1590, 0.1170], [0.0590, 0.1063, -0.1115], [-0.0295, -0.1125, 0.0706], [-0.0522, -0.1627, 0.0740], [-0.2466, -0.0827, 0.0814], [-0.0697, -0.0126, -0.0129], [-0.0031, 0.0108, 0.0071], [-0.1824, 0.2023, 0.0095], [-0.0776, -0.0466, 0.0375], [-0.0501, -0.0650, 0.0678], [0.0837, 0.0418, 0.0001], [0.0889, 0.0742, 0.0228], [-0.0895, 0.0134, 0.0248], [-0.0838, 0.0153, 0.0293], [0.0417, 0.0541, -0.0795], [0.0622, 0.0359, -0.0677], [-0.0811, -0.0729, 0.0021], [-0.0259, -0.0724, -0.0219], [0.0538, 0.1417, -0.1073], [0.0126, 0.0607, -0.0870], [0.0614, 0.0293, -0.0886], [-0.0389, 0.0709, -0.0760]]}



2.
{"formula": "C3H7N4S", "method": "ωB97M-V/def2-TZVPD", "gap_ev": [4.1, 4.1], "largest_force_ev_per_a": 4.24, "homo_ev": [-12.14, -12.11], "e_above_lowest_kcal_mol": 200.0, "total_charge": 1, "e_tot_ev": -20003.9894, "species": ["C", "C", "C", "N", "N", "N", "N", "S", "H", "H", "H", "H", "H", "H", "H"], "positions_angstrom": [[-1.024790, -0.723539, -0.688754], [-1.741266, 2.770401, 0.351557], [2.491539, -2.569172, 0.246424], [0.246537, -0.533375, -0.622041], [0.192310, 0.649392, 0.044652], [-2.046122, 1.501810, -0.048193], [-1.207317, 0.639781, -0.179448], [2.915819, -1.096609, -0.621621], [-1.714888, -1.535649, -1.008300], [-0.844074, 2.849664, 0.827093], [-2.601054, 3.098547, 1.050726], [-1.794212, 3.416294, -0.516155], [2.131308, -3.291689, -0.498592], [1.715840, -2.196838, 0.815684], [3.280371, -2.979019, 0.846968]], "atomic_forces_ev_per_a": [[-1.3882, -1.7563, -1.7434], [-2.7071, 2.1903, 1.4323], [0.9082, -0.2422, -2.2705], [0.2279, -1.2337, 0.8454], [0.6176, 2.1506, -0.3792], [-1.8973, -3.3473, -1.7749], [1.4303, 0.5973, 1.6372], [-0.5128, 0.0146, -0.0346], [0.6621, 1.0780, 0.1498], [2.6530, 0.4134, 1.2513], [1.3232, -0.3791, -1.1448], [-0.0755, 0.1908, -0.3049], [0.0485, 0.0222, 0.3032], [-1.9100, 0.3153, 1.7186], [0.6201, -0.0138, 0.3147]]}



3.
{"formula": "C3H3O2", "method": "ωB97M-V/def2-TZVPD", "gap_ev": [7.3, 7.3], "largest_force_ev_per_a": 4.36, "homo_ev": [-16.35, -16.35], "e_above_lowest_kcal_mol": 195.2, "total_charge": 1, "e_tot_ev": -7237.1794, "species": ["C", "C", "C", "O", "O", "H", "H", "H"], "positions_angstrom": [[0.380437, 0.029707, 0.393607], [-0.585067, -0.962784, 0.242258], [1.201532, 0.746140, -0.256715], [-1.816701, -0.670584, -0.157725], [-2.414087, 0.443744, -0.056947], [1.684019, 1.268730, -1.051816], [-0.304005, -1.973274, 0.367198], [1.853875, 1.118322, 0.520137]], "atomic_forces_ev_per_a": [[-1.0963, -0.2828, -4.2123], [-0.1790, 1.9343, 1.1458], [0.4958, 0.1530, 3.0099], [-0.2767, -0.3700, 0.5299], [1.2989, -0.6420, 0.0711], [-0.5220, -0.3706, -1.6618], [-0.4355, -1.1622, -0.2995], [0.7148, 0.7403, 1.4169]]}



4.
{"formula": "C8H11BrClN3O", "method": "ωB97M-V/def2-TZVPD", "gap_ev": 8.5, "largest_force_ev_per_a": 5.21, "homo_ev": -8.68, "e_above_lowest_kcal_mol": 20.9, "total_charge": 0, "e_tot_ev": -97553.7531, "species": ["C", "C", "C", "C", "C", "C", "C", "C", "N", "N", "N", "O", "Cl", "Br", "H", "H", "H", "H", "H", "H", "H", "H", "H", "H", "H"], "positions_angstrom": [[1.673777, -2.134095, 1.336762], [2.069850, 0.175021, 0.131736], [2.749340, -1.883419, 0.516778], [-1.700079, -0.298076, 0.305794], [-0.451724, 1.085898, -1.224105], [-2.670378, 0.857149, 0.704138], [-1.292430, 2.325759, -0.828496], [0.704193, -0.355288, 0.290550], [0.619372, -1.376409, 1.210877], [3.079733, -0.583215, 0.289724], [-0.406282, 0.178701, -0.110378], [-2.580728, 1.828177, -0.359463], [1.115809, -1.774556, -1.858297], [2.337796, 2.036464, 0.062686], [1.710666, -3.064114, 2.042050], [3.519500, -2.530535, 0.466077], [2.018202, -2.114936, -0.620280], [-1.722814, -0.950797, 1.059738], [-2.064182, -0.862460, -0.504808], [-0.794854, 0.436427, -1.961285], [0.422903, 1.561285, -1.605982], [-3.658500, 0.588884, 0.739757], [-2.370001, 1.214728, 1.653840], [-0.939206, 2.830647, 0.041783], [-1.369965, 2.808766, -1.779189]], "atomic_forces_ev_per_a": [[-1.0770, -1.7172, 1.1499], [-0.2835, 0.2032, 0.3410], [-0.0529, 0.3245, -0.1764], [-1.5034, 2.3881, -1.5462], [-0.4588, 1.9940, 1.4924], [4.2130, 0.4346, -3.0318], [-1.4685, -4.1028, 0.5768], [0.9903, -1.1000, 2.2930], [-0.3824, 0.4063, 0.2698], [-0.4215, 1.3485, -0.8356], [0.7399, 1.1241, 0.9130], [-1.1674, 0.9820, -0.5084], [0.1590, -0.5829, -0.2437], [0.2353, 0.3719, 0.0113], [-0.5461, 1.8576, -1.3407], [2.6654, -2.0625, 0.2359], [-0.1819, -0.0759, -0.6649], [0.9541, -2.4524, 3.1146], [-0.9339, -0.4754, -1.3715], [-1.3786, -0.2226, -1.9964], [1.3410, -0.6655, 0.2933], [-2.3405, -0.9462, -0.0227], [0.4515, 0.8574, 1.0772], [1.2381, 0.8860, -0.0198], [-0.7913, 1.2252, -0.0103]]}



5.
{"formula": "C3H6N2OS", "method": "ωB97M-V/def2-TZVPD", "gap_ev": 10.3, "largest_force_ev_per_a": 1.64, "homo_ev": -9.61, "e_above_lowest_kcal_mol": 61.7, "smiles": "c1csnn1.CO", "total_charge": 0, "e_tot_ev": -19069.4925, "species": ["C", "C", "S", "N", "N", "H", "H", "C", "O", "H", "H", "H", "H"], "positions_angstrom": [[0.237508, -2.540414, -0.383747], [-0.910331, -2.306468, -1.092394], [-0.557596, -1.149081, -2.292336], [1.023322, -1.069753, -1.802836], [1.276055, -1.816083, -0.827958], [0.372368, -3.211357, 0.444244], [-1.887538, -2.726632, -0.969917], [0.260655, 1.615817, 0.063467], [-0.047735, 0.319802, 0.519360], [-0.352013, 1.792838, -0.819265], [1.313785, 1.698994, -0.220099], [0.024762, 2.369761, 0.821406], [0.551744, 0.108353, 1.249077]], "atomic_forces_ev_per_a": [[-1.1959, -0.1754, -0.3137], [0.0835, 0.2545, -0.2574], [-0.2590, -0.7582, 0.7062], [0.4874, 1.0890, -1.1193], [1.2217, -0.3682, 0.6167], [-0.0431, -0.0974, 0.0976], [-0.1725, -0.1469, 0.1138], [0.0899, 0.2311, -0.0427], [-0.0122, -0.2292, 0.6056], [0.0209, 0.0689, 0.0174], [-0.0312, 0.0592, -0.0474], [0.0206, 0.0692, -0.0937], [-0.2102, 0.0033, -0.2832]]}



6.
{"formula": "C6H6O5Sm", "method": "ωB97M-V/def2-TZVPD", "gap_ev": [7.8, 8.4], "largest_force_ev_per_a": 10.35, "homo_ev": [-23.46, -23.46], "spin_multiplicity": 6, "e_above_lowest_kcal_mol": 12.6, "total_charge": 3, "e_tot_ev": -34425.7893, "species": ["O", "C", "Sm", "O", "C", "C", "O", "C", "O", "C", "C", "O", "H", "H", "H", "H", "H", "H"], "positions_angstrom": [[0.716367, -3.687342, -1.507682], [0.789715, -2.531406, -1.584317], [0.714059, -0.096136, -1.192471], [-2.226502, -0.119265, -3.097318], [-1.245611, -0.097728, -2.454765], [2.743716, -0.068877, -2.543170], [3.694326, -0.067747, -3.195813], [0.659012, 2.429823, -1.411238], [0.618318, 3.579924, -1.479382], [-1.075639, 0.177821, 2.877905], [-0.834190, 0.360514, 1.378957], [0.058986, -0.831567, 0.925772], [-1.610560, -0.760494, 3.037893], [-1.674439, 0.973521, 3.328501], [-0.127954, 0.157552, 3.409157], [-1.734663, 0.311992, 0.749029], [-0.211590, 1.234745, 1.135937], [0.746657, -0.965326, 1.623001]], "atomic_forces_ev_per_a": [[0.4430, 6.0173, -0.4933], [-0.4342, -7.7706, 0.1372], [0.4979, 0.1221, 3.8352], [6.0786, 0.1508, 4.0117], [-8.6071, -0.1869, -5.7462], [6.0916, -0.0260, -4.0704], [-4.4144, 0.0041, 3.0231], [-0.2122, 6.5779, -0.5353], [0.1889, -5.2266, 0.3096], [-0.2348, -0.0332, -0.4263], [0.5274, -0.6254, 0.4844], [0.6307, 0.9103, -0.6439], [0.0465, 0.0349, -0.0311], [0.0318, 0.1049, -0.3450], [0.1796, 0.0148, 0.0748], [0.1544, -0.1581, 0.2537], [-0.2490, 0.3254, 0.2555], [-0.7188, -0.2356, -0.0934]]}